[1]
Computed, not measured: a structure of composition C24H64CrF6O24PS8 at a distorted geometry, with ωB97M-V/def2-TZVPD.

2S+1 = 5
HOMO (spin up / spin down) = -17.21 / -17.21 eV
Charge = +3
E_LUMO (spin up / spin down) = -10.32 / -14.35 eV

Each line ends with the Mulliken charge.
Cartesian coordinates (Å):
Cr 0.115472 0.219967 0.192538  1.63
P 1.815362 -3.757753 -1.199452  1.61
F 0.911032 -3.268233 -2.556272  -0.38
F 0.739322 -4.806123 -0.505032  -0.37
F 2.325162 -5.081033 -1.910202  -0.34
F 2.735762 -3.934263 0.072798  -0.38
F 2.975052 -2.878393 -1.782822  -0.29
F 1.124302 -2.478853 -0.506022  -1.00
O -1.507388 -1.051683 -3.833692  -0.66
S -1.954378 -1.141603 -2.458942  0.15
O -1.099308 -0.697533 -1.339502  0.08
O -3.337848 -0.223403 -2.333112  0.40
C -4.324718 -0.150803 -3.390512  -0.33
C -5.473798 0.632577 -2.970272  -1.00
C -2.765268 -2.816003 -2.127442  -0.73
H -4.797128 -1.132743 -3.417362  0.28
H -3.982908 0.233547 -4.351522  0.33
H -5.179548 1.630707 -2.645852  0.16
H -6.068198 0.127607 -2.208832  0.13
H -6.105648 0.868577 -3.826532  0.51
H -3.470688 -3.027523 -2.931022  0.59
H -3.023998 -2.801163 -1.068702  -0.33
H -2.022028 -3.613173 -2.141662  0.55
O 1.545062 1.793327 0.516228  0.16
S 2.568302 2.808127 0.860858  0.72
O 2.754892 3.202977 2.238668  -0.73
O 4.064672 2.244947 0.270998  0.19
C 5.277162 2.992247 0.443988  -0.65
C 6.405662 2.040377 0.734558  -0.95
C 2.426792 4.391987 -0.213832  -1.12
H 5.185412 3.697907 1.269648  0.56
H 5.318122 3.526847 -0.505032  0.36
H 7.332862 2.551617 0.993448  0.48
H 6.626092 1.628357 -0.250212  0.22
H 6.219482 1.287167 1.500128  0.05
H 2.820602 4.184477 -1.208792  0.24
H 3.170342 5.161197 -0.005142  0.51
H 1.424352 4.815637 -0.152742  0.50
O 0.171012 -0.495853 4.045988  -0.63
S -0.167338 0.797237 3.528068  0.93
O -0.009678 1.041557 2.106878  -1.08
O -1.837978 1.087447 3.842168  0.11
C -2.347228 0.779287 5.145438  -0.40
C -3.294898 1.980967 5.534868  -1.25
C 0.724722 2.152677 4.510568  -0.88
H -1.633528 0.610277 5.951768  0.62
H -2.955258 -0.125313 5.155508  0.20
H -2.975368 3.012397 5.386018  0.34
H -3.492698 1.864957 6.600478  0.43
H -4.253948 1.964397 5.017138  0.33
H 1.763162 1.955817 4.244108  -0.09
H 0.332972 1.912947 5.499078  0.52
H 0.307362 3.067297 4.089408  0.38
O -0.710568 1.753077 -0.974402  -0.40
S -0.744058 2.811147 -2.071132  1.00
O 0.244982 3.831357 -2.105982  -0.60
O -0.704968 2.031497 -3.539152  0.13
C -0.308458 2.675157 -4.748022  -0.02
C -0.724258 1.761867 -5.794372  -1.09
C -2.377818 3.581317 -2.203692  -0.99
H 0.775492 2.788447 -4.765842  0.09
H -0.681608 3.687807 -4.900972  0.40
H -0.223888 0.818307 -5.576602  0.17
H -0.427608 2.079637 -6.793942  0.48
H -1.808978 1.661087 -5.830892  0.22
H -2.223468 4.409147 -2.895762  0.48
H -2.682818 3.894667 -1.205252  0.53
H -3.064888 2.794177 -2.514262  0.05
O -2.093128 0.644497 0.782458  0.26
S -3.578638 0.689837 0.666768  0.65
O -4.326768 1.556537 -0.224362  -0.56
O -4.101158 -0.891423 0.432988  -0.15
C -5.490918 -1.147243 0.482088  -0.33
C -5.792088 -2.456233 -0.222782  -0.77
C -4.325638 0.862047 2.362038  -1.55
H -6.173798 -0.368763 0.141878  0.54
H -5.660478 -1.189273 1.557998  0.45
H -5.233588 -3.301993 0.178298  0.01
H -5.612348 -2.324253 -1.289732  0.08
H -6.855858 -2.693713 -0.213362  0.55
H -5.403668 0.940837 2.221518  0.66
H -4.028998 1.808097 2.814918  0.47
H -3.963838 0.070827 3.018678  0.47
O 2.963402 -2.303573 2.490118  -0.78
S 3.079742 -1.130473 1.652138  0.67
O 1.903372 -0.628843 0.888308  0.37
O 3.579532 0.141527 2.556838  0.55
C 4.444892 -0.147143 3.644368  -0.44
C 4.173432 0.917457 4.699038  -1.23
C 4.557332 -1.153243 0.589678  -0.23
H 5.458812 -0.167193 3.244788  0.33
H 4.336742 -1.170883 4.002648  0.47
H 4.388912 1.938867 4.385358  0.28
H 4.586572 0.897677 5.707518  0.51
H 3.125652 0.839347 4.989138  0.28
H 5.317182 -1.692203 1.155588  0.48
H 4.565642 -0.076863 0.418108  -0.40
H 4.326452 -1.648843 -0.353282  0.20
O 1.310592 0.192547 -1.535942  -0.49
S 2.324242 0.677617 -2.553222  0.81
O 2.404652 2.083747 -2.834332  -0.72
O 3.859532 0.206997 -2.083582  0.75
C 4.987262 0.765397 -2.687432  -0.37
C 5.343492 0.368057 -4.165512  -1.57
C 2.299422 -0.450113 -4.004102  -1.29
H 5.747272 0.373197 -2.011662  0.30
H 4.946112 1.834947 -2.481362  0.38
H 4.813322 0.961727 -4.910212  0.33
H 5.374272 -0.707533 -4.339432  0.33
H 6.390272 0.631797 -4.316492  0.50
H 3.165292 -1.094853 -3.853452  0.33
H 2.256612 0.131787 -4.924782  0.53
H 1.473522 -1.152283 -4.117842  0.27
O -0.503028 -1.542973 1.211318  -0.80
S -1.369748 -2.511153 1.986578  0.54
O -2.091268 -1.970203 3.125688  -0.72
O -2.414328 -3.361633 1.030418  0.71
C -3.219588 -4.382553 1.617108  -0.39
C -3.299098 -5.452363 0.527258  -1.15
C -0.321448 -3.808033 2.772128  -1.11
H -4.219028 -4.015853 1.851128  0.19
H -2.831018 -4.737993 2.571458  0.49
H -3.372388 -5.054883 -0.485042  0.13
H -4.196858 -6.032483 0.740738  0.45
H -2.349968 -5.980263 0.619798  0.43
H 0.498052 -3.286663 3.266788  0.39
H 0.207402 -4.238253 1.921648  0.31
H -0.817178 -4.627793 3.292088  0.44

Cartesian forces (eV/Å) of the 2 atoms listed first:
Cr 3.5 0.2 0.7
P -1.1 -1.7 -0.9



[2]
Computed, not measured: a cluster of 9 separate species, C24H64F2N9O12S2 in total at a distorted geometry, with ωB97M-V/def2-TZVPD.

Energy above the lowest of the compared OMol25 structures with the same formula, charge and spin = 0.000 eV
HOMO = -17.75 eV
Charge = +7
E_LUMO = -10.57 eV

Each line ends with the Mulliken charge.
Cartesian coordinates (Å):
N 0.868063 0.348300 1.161995  -0.16
S 1.800451 -0.733419 1.296408  0.99
O 3.200619 -0.392827 1.122362  -0.59
O 1.387539 -2.138725 0.967457  -0.60
F 1.656326 -0.670112 2.915076  -0.34
S 0.833600 0.358741 -0.540093  1.08
O -0.097576 -0.547502 -1.116454  -0.55
O 1.976196 0.766469 -1.282541  -0.53
F 0.002938 1.697398 -0.604857  -0.29
C -1.482169 11.521123 -8.186856  -1.02
C -0.799928 11.337843 -6.802934  0.56
O -1.105720 11.971754 -5.822874  -0.37
N 0.121135 10.077302 -6.613758  -0.17
H 0.431312 9.746214 -7.516119  0.36
H 0.908531 10.455999 -6.107112  0.36
C -0.497746 9.003180 -5.728163  -0.76
H -2.527553 11.218253 -8.127375  0.31
H -0.969905 11.161088 -9.079077  0.37
H -1.653667 12.552195 -8.495989  0.36
H -0.956299 8.366264 -6.484586  0.32
H -1.178878 9.416034 -4.984055  0.33
H 0.386350 8.654995 -5.194078  0.35
C -6.276089 -5.564440 -4.256638  -0.96
C -7.329896 -6.194245 -5.239200  0.45
O -7.723094 -5.520763 -6.222716  -0.41
N -7.890178 -7.625881 -5.056258  -0.15
H -7.714238 -8.122511 -5.917938  0.38
H -7.250253 -8.116224 -4.447840  0.37
C -9.298141 -7.655130 -4.386346  -0.71
H -6.697859 -5.248418 -3.302511  0.30
H -5.742735 -4.755822 -4.756415  0.32
H -5.472229 -6.299659 -4.219901  0.38
H -9.263514 -7.629830 -3.297173  0.30
H -9.647107 -8.609570 -4.780510  0.37
H -9.839472 -6.808806 -4.809181  0.34
C 1.702036 -1.089483 11.859522  -0.93
C 3.124925 -0.749243 12.228507  0.46
O 3.809944 -1.598907 12.867963  -0.43
N 3.724249 0.656593 12.004603  -0.16
H 4.618857 0.476906 11.571590  0.36
H 3.221972 1.127479 11.265633  0.39
C 3.747935 1.512357 13.311295  -0.67
H 1.542445 -0.636910 10.880847  0.33
H 1.020002 -0.568139 12.531181  0.33
H 1.431169 -2.137481 11.987725  0.32
H 2.980652 1.232283 14.033057  0.31
H 3.525584 2.490808 12.885507  0.37
H 4.804779 1.431119 13.565382  0.32
C -6.796512 1.788283 3.783047  -1.02
C -5.633065 0.816267 4.034461  0.54
O -5.392642 0.527677 5.255480  -0.42
N -4.981672 0.204480 2.750061  -0.16
H -5.401283 0.539925 1.894780  0.37
H -4.024160 0.524978 2.726596  0.37
C -5.072766 -1.347936 2.947298  -0.83
H -7.178065 2.177823 4.726860  0.34
H -7.637122 1.476340 3.163247  0.35
H -6.232707 2.639821 3.402141  0.35
H -4.428616 -1.510296 3.811473  0.38
H -4.516638 -1.986935 2.261362  0.36
H -6.077213 -1.702845 3.177987  0.36
C -3.605586 2.230643 -9.369858  -1.13
C -4.013208 1.712454 -10.673660  0.61
O -4.052865 0.542173 -10.926873  -0.37
N -3.841530 2.695373 -11.820863  -0.11
H -4.458105 3.454349 -11.568107  0.37
H -2.870267 2.947984 -11.934595  0.37
C -4.332617 2.075615 -13.078528  -0.86
H -4.295796 2.928033 -8.895143  0.35
H -2.613876 2.682903 -9.378174  0.36
H -3.338612 1.413311 -8.699935  0.33
H -5.321412 1.656694 -12.891731  0.37
H -3.786516 1.186557 -13.393892  0.36
H -4.432480 2.737874 -13.938502  0.35
C 3.754548 6.146882 1.846576  -0.95
C 2.189765 6.259823 2.053315  0.54
O 1.506031 6.932589 1.317961  -0.36
N 1.620467 5.386329 3.230102  -0.20
H 1.472492 4.441909 2.904113  0.35
H 2.143076 5.204612 4.075061  0.40
C 0.211887 5.903083 3.599944  -0.86
H 3.929376 5.243262 1.262619  0.32
H 4.202451 5.910035 2.811658  0.34
H 4.246120 7.058755 1.507537  0.34
H -0.300818 5.235223 4.292191  0.36
H -0.470591 6.038100 2.760839  0.34
H 0.306932 6.862331 4.108774  0.39
C -0.004533 -9.197918 5.599689  -1.00
C 0.098225 -10.734979 5.466256  0.52
O -0.815097 -11.501106 5.482889  -0.36
N 1.498061 -11.318583 5.184461  -0.19
H 2.163469 -10.831456 5.767589  0.37
H 1.665300 -12.271615 5.474051  0.38
C 1.956567 -11.137514 3.737901  -0.79
H 0.395196 -8.878020 6.561967  0.35
H -1.074073 -9.002063 5.523408  0.31
H 0.531306 -8.644735 4.828346  0.37
H 1.206464 -11.757732 3.247209  0.37
H 2.933144 -11.610923 3.636507  0.36
H 2.047448 -10.062350 3.583449  0.32
C 12.359400 -1.439216 -2.322315  -1.05
C 10.893173 -1.450160 -1.894750  0.54
O 9.928862 -1.093151 -2.608602  -0.42
N 10.601456 -2.141808 -0.543312  -0.14
H 9.695598 -2.573879 -0.656635  0.36
H 11.264243 -2.903922 -0.539905  0.39
C 10.580515 -1.227917 0.644253  -0.80
H 13.000525 -1.108759 -1.505091  0.38
H 12.441700 -0.794863 -3.197599  0.31
H 12.752395 -2.417050 -2.600705  0.38
H 10.303673 -1.803377 1.527607  0.36
H 10.047255 -0.278419 0.597595  0.33
H 11.639958 -1.019614 0.793552  0.35

Cartesian forces (eV/Å) of the 2 atoms listed first:
N -4.8 5.1 -5.4
S 6.8 -9.5 4.9